(1)
{
  "formula": "C21H56F4HfN2O29S11",
  "method": "ωB97M-V with the def2-TZVPD basis set",
  "species": ["Hf", "N", "S", "O", "O", "F", "S", "O", "O", "F", "N", "S", "O", "O", "F", "S", "O", "O", "F", "O", "S", "O", "O", "C", "C", "C", "H", "H", "H", "H", "H", "H", "H", "H", "O", "S", "O", "O", "C", "C", "C", "H", "H", "H", "H", "H", "H", "H", "H", "O", "S", "O", "O", "C", "C", "C", "H", "H", "H", "H", "H", "H", "H", "H", "O", "S", "O", "O", "C", "C", "C", "H", "H", "H", "H", "H", "H", "H", "H", "O", "S", "O", "O", "C", "C", "C", "H", "H", "H", "H", "H", "H", "H", "H", "O", "S", "O", "O", "C", "C", "C", "H", "H", "H", "H", "H", "H", "H", "H", "O", "S", "O", "O", "C", "C", "C", "H", "H", "H", "H", "H", "H", "H", "H"],
  "coordinates": [[-2.84, -1.01, 1.78], [-2.65, -0.20, 3.81], [-3.47, -0.44, 5.20], [-4.06, 0.71, 5.78], [-2.94, -1.50, 5.94], [-4.77, -1.09, 4.48], [-1.54, 0.78, 4.74], [-0.83, 0.27, 5.88], [-1.85, 2.18, 4.61], [-0.30, 0.74, 3.69], [-1.00, 0.11, 0.88], [0.19, -0.43, -0.19], [1.47, -0.78, 0.32], [-0.02, -0.06, -1.56], [-0.45, -1.93, -0.29], [-0.51, 1.63, 0.67], [-0.96, 2.35, -0.48], [0.75, 1.95, 1.25], [-1.39, 2.11, 1.92], [-2.32, -3.14, 0.85], [-1.96, -4.55, 0.63], [-1.47, -5.30, 1.76], [-3.28, -5.28, 0.08], [-3.59, -6.67, 0.32], [-5.00, -6.93, -0.18], [-0.86, -4.80, -0.80], [-3.40, -6.89, 1.37], [-2.93, -7.30, -0.27], [-5.49, -7.84, 0.13], [-5.02, -7.00, -1.27], [-5.67, -6.08, -0.05], [-0.75, -5.87, -0.86], [0.01, -4.16, -0.62], [-1.43, -4.42, -1.64], [-2.63, -1.74, -2.68], [-3.36, -0.78, -1.91], [-3.24, -0.90, -0.45], [-2.88, 0.67, -2.36], [-2.66, 0.83, -3.80], [-1.80, 2.07, -3.86], [-5.13, -0.66, -2.45], [-3.62, 0.97, -4.31], [-2.17, -0.03, -4.24], [-0.82, 1.92, -3.41], [-2.20, 2.91, -3.30], [-1.48, 2.41, -4.85], [-5.63, 0.27, -2.17], [-5.58, -1.61, -2.19], [-5.02, -0.73, -3.53], [4.72, -2.09, -4.69], [4.79, -2.26, -3.26], [4.91, -3.54, -2.63], [5.98, -1.29, -2.69], [6.37, -0.20, -3.51], [7.62, -0.65, -4.30], [3.38, -1.44, -2.54], [6.63, 0.58, -2.80], [5.57, 0.24, -4.11], [8.10, 0.07, -4.96], [7.33, -1.44, -4.99], [8.37, -0.97, -3.58], [2.44, -1.95, -2.69], [3.49, -0.45, -2.98], [3.57, -1.38, -1.47], [-1.78, 8.33, -1.06], [-0.87, 7.25, -1.39], [0.30, 7.53, -2.21], [-0.31, 6.64, -0.01], [0.87, 5.84, -0.08], [1.16, 5.38, 1.34], [-1.82, 5.81, -1.99], [1.75, 6.36, -0.45], [0.62, 4.91, -0.60], [0.41, 4.88, 1.96], [1.39, 6.33, 1.82], [2.00, 4.70, 1.51], [-1.42, 4.93, -1.49], [-1.54, 5.64, -3.03], [-2.83, 6.12, -1.80], [-0.71, -1.98, 2.49], [0.44, -2.63, 3.14], [0.29, -3.64, 4.15], [1.23, -3.24, 1.88], [2.32, -4.14, 2.10], [1.85, -5.60, 2.06], [1.60, -1.36, 3.67], [2.92, -3.87, 2.98], [3.10, -3.99, 1.35], [1.11, -5.75, 2.85], [2.60, -6.38, 2.06], [1.24, -5.68, 1.16], [1.29, -1.04, 4.66], [1.59, -0.57, 2.92], [2.52, -1.94, 3.75], [-3.79, 1.19, 1.22], [-4.26, 2.54, 0.91], [-3.33, 3.60, 0.68], [-5.10, 2.46, -0.45], [-5.44, 3.69, -1.19], [-5.97, 3.21, -2.52], [-5.54, 2.98, 2.06], [-4.51, 4.23, -1.32], [-6.08, 4.24, -0.50], [-6.87, 2.61, -2.44], [-5.26, 2.67, -3.15], [-6.14, 4.09, -3.13], [-5.03, 2.92, 3.03], [-6.34, 2.26, 1.96], [-5.84, 3.98, 1.76], [4.65, 0.32, 0.00], [4.82, -0.09, 1.35], [4.09, -1.19, 1.94], [6.40, -0.16, 1.70], [7.28, 0.63, 0.87], [8.39, -0.30, 0.40], [4.38, 1.38, 2.35], [7.79, 1.46, 1.37], [6.84, 1.13, 0.01], [8.71, -0.96, 1.20], [9.25, 0.19, -0.07], [8.03, -0.92, -0.43], [4.43, 1.17, 3.42], [3.35, 1.60, 2.08], [4.99, 2.21, 2.00]],
  "total_charge": 2,
  "gap_ev": 5.2,
  "energy_ev": -216382.8126
}

***

(2)
{
  "formula": "C20H49N11O27S",
  "method": "ωB97M-V with the def2-TZVPD basis set",
  "species": ["C", "C", "O", "O", "C", "C", "C", "C", "C", "C", "C", "S", "O", "O", "O", "H", "H", "H", "H", "H", "H", "H", "H", "H", "H", "H", "H", "H", "H", "H", "H", "C", "N", "O", "O", "H", "H", "H", "C", "N", "O", "O", "H", "H", "H", "C", "N", "O", "O", "H", "H", "H", "C", "N", "O", "O", "H", "H", "H", "C", "N", "O", "O", "H", "H", "H", "C", "N", "O", "O", "H", "H", "H", "C", "N", "O", "O", "H", "H", "H", "C", "N", "O", "O", "H", "H", "H", "C", "N", "O", "O", "H", "H", "H", "C", "N", "O", "O", "H", "H", "H", "C", "N", "O", "O", "H", "H", "H"],
  "coordinates": [[5.84, 1.04, 2.87], [4.96, 1.69, 1.85], [4.22, 1.12, 1.09], [5.09, 3.04, 1.88], [3.95, 3.75, 1.37], [2.70, 3.56, 2.23], [1.43, 3.23, 1.44], [0.86, 1.85, 1.73], [-0.30, 1.84, 2.72], [-1.13, 0.56, 2.58], [-0.22, -0.62, 2.21], [0.33, -0.33, 0.54], [-0.71, -0.74, -0.37], [1.65, -0.83, 0.34], [0.34, 1.25, 0.49], [5.45, 1.27, 3.86], [6.85, 1.45, 2.81], [5.86, -0.03, 2.70], [3.76, 3.47, 0.33], [4.26, 4.79, 1.37], [2.91, 2.80, 2.99], [2.54, 4.49, 2.78], [1.66, 3.24, 0.37], [0.66, 3.99, 1.61], [1.68, 1.21, 2.07], [0.09, 1.93, 3.74], [-0.96, 2.69, 2.56], [-1.82, 0.69, 1.74], [-1.69, 0.34, 3.49], [-0.71, -1.58, 2.23], [0.67, -0.61, 2.83], [4.83, 8.18, 3.84], [3.83, 7.22, 3.31], [3.08, 7.59, 2.44], [3.84, 6.10, 3.79], [4.71, 9.12, 3.32], [4.65, 8.28, 4.91], [5.82, 7.75, 3.67], [1.05, -2.73, -2.66], [0.64, -4.12, -3.01], [1.49, -4.88, -3.43], [-0.52, -4.41, -2.84], [2.11, -2.63, -2.87], [0.46, -2.06, -3.27], [0.84, -2.57, -1.61], [-4.08, 4.55, 0.91], [-3.40, 3.80, 2.00], [-2.71, 4.42, 2.79], [-3.57, 2.60, 2.03], [-3.83, 5.60, 1.03], [-3.72, 4.15, -0.03], [-5.15, 4.37, 1.02], [-0.90, -0.38, -5.29], [-1.59, 0.57, -6.21], [-1.26, 1.73, -6.18], [-2.45, 0.10, -6.92], [-0.17, 0.18, -4.71], [-1.66, -0.81, -4.65], [-0.44, -1.14, -5.90], [4.13, -6.46, -2.86], [5.60, -6.60, -2.68], [6.11, -6.05, -1.72], [6.20, -7.24, -3.52], [3.74, -5.86, -2.05], [3.96, -5.99, -3.82], [3.71, -7.47, -2.86], [-4.75, -0.53, 0.25], [-5.73, 0.33, -0.47], [-6.50, -0.19, -1.25], [-5.68, 1.52, -0.23], [-4.92, -1.56, -0.07], [-3.76, -0.18, -0.01], [-4.93, -0.40, 1.31], [8.59, -4.98, -4.01], [8.81, -4.16, -5.23], [9.89, -4.21, -5.77], [7.87, -3.49, -5.62], [9.50, -5.52, -3.79], [8.32, -4.30, -3.21], [7.77, -5.67, -4.22], [-1.64, -6.87, -4.20], [-2.00, -8.27, -4.55], [-1.12, -9.01, -4.94], [-3.17, -8.59, -4.40], [-0.58, -6.74, -4.38], [-2.24, -6.22, -4.84], [-1.89, -6.71, -3.16], [-4.51, 3.25, 5.17], [-5.55, 3.45, 6.21], [-6.22, 4.46, 6.19], [-5.66, 2.55, 7.03], [-4.51, 4.11, 4.52], [-3.56, 3.15, 5.68], [-4.75, 2.34, 4.63], [-5.87, 0.33, -6.90], [-7.07, -0.35, -7.46], [-7.81, 0.30, -8.17], [-7.22, -1.52, -7.17], [-5.86, 1.35, -7.24], [-5.94, 0.26, -5.82], [-4.99, -0.21, -7.25], [-4.48, -0.36, 8.55], [-3.36, -0.58, 7.59], [-3.61, -1.16, 6.55], [-2.27, -0.16, 7.91], [-5.38, -0.78, 8.13], [-4.21, -0.84, 9.49], [-4.57, 0.72, 8.68]],
  "relative_energy_ev": 0.000,
  "smiles": "CC(=O)OCCC[C@H]1CCCS(=O)(=O)O1.C[N+](=O)[O-].C[N+](=O)[O-].C[N+](=O)[O-].C[N+](=O)[O-].C[N+](=O)[O-].C[N+](=O)[O-].C[N+](=O)[O-].C[N+](=O)[O-].C[N+](=O)[O-].C[N+](=O)[O-].C[N+](=O)[O-]",
  "total_charge": 0,
  "gap_ev": 10.2,
  "energy_ev": -104012.7799
}